A:
Computed, not measured: a structure of composition H24HeO12, with the ωB97M-V functional and the def2-TZVPD basis.

lowest unoccupied orbital energy = -0.582 eV
frontier orbital gap = 9.1 eV
charge = 0

CARTESIAN COORDINATES (ANGSTROEM)
He 0.35054 -0.62109 -0.37529
O 4.32480 0.27833 -1.38219
H 3.67398 0.69085 -1.95007
H 4.87695 -0.22783 -1.97814
O 0.76783 -1.23455 3.17550
H 1.51950 -0.77191 2.80512
H 0.01201 -0.70284 2.92599
O -0.04341 2.34656 -2.02181
H -0.18748 3.29263 -2.00112
H -0.73211 1.98665 -1.46289
O -3.16438 -0.02222 -1.87286
H -2.47625 -0.29692 -2.47888
H -3.78614 0.45966 -2.41824
O 2.52082 -0.02897 0.79875
H 3.12003 0.19997 0.08828
H 2.02390 -0.77484 0.46263
O 1.73773 -2.87579 0.46054
H 0.85087 -3.13824 0.21385
H 1.80293 -3.09459 1.39012
O 1.29343 -0.44935 -3.96923
H 1.54708 0.36594 -3.53655
H 0.39681 -0.60863 -3.67439
O -0.85867 -3.42141 0.06859
H -1.45548 -3.96853 -0.44202
H -1.43276 -2.89101 0.62115
O -1.91027 0.30670 2.98286
H -2.42159 -0.21989 3.59725
H -2.41909 0.29122 2.17224
O -0.89113 2.45605 1.18167
H -1.60617 2.53394 0.55010
H -1.31454 2.16321 1.98865
O 1.94923 2.64261 0.72354
H 1.01697 2.79683 0.87630
H 2.02439 1.69220 0.63799
O -3.63487 0.01362 0.88982
H -4.24499 0.75018 0.92802
H -3.23058 0.08148 0.02485

***

B:
Computed, not measured: a structure of composition H24HeO12, with the ωB97M-V functional and the def2-TZVPD basis.

lowest unoccupied orbital energy = -0.462 eV
frontier orbital gap = 9.7 eV
charge = 0

CARTESIAN COORDINATES (ANGSTROEM)
He -0.37027 0.31957 0.25287
O -3.71964 0.90140 0.22730
H -4.05307 0.70060 -0.64720
H -3.71506 1.85770 0.26864
O 1.43374 -0.16805 3.59064
H 0.92101 -0.66424 2.95257
H 2.05578 0.33186 3.06206
O -2.32629 -0.85603 1.86382
H -2.81802 -0.29218 1.26674
H -2.71034 -1.72466 1.74455
O 0.70069 3.50940 1.38134
H 1.22967 2.77691 1.06531
H 1.33797 4.13307 1.72939
O -0.21806 2.20439 -3.17338
H 0.55092 1.65283 -3.02953
H 0.11863 3.09969 -3.13725
O 1.59838 -2.26583 -1.94718
H 1.85764 -2.64171 -1.10591
H 0.72490 -2.62182 -2.11010
O 2.20039 1.55296 0.33632
H 2.08817 0.82375 -0.27350
H 3.12187 1.51222 0.59215
O 2.22027 -3.27323 0.56813
H 1.59749 -2.61869 0.88430
H 1.67398 -4.00325 0.27680
O 1.75745 0.50029 -2.26527
H 2.68829 0.62105 -2.45284
H 1.62413 -0.44644 -2.31169
O 0.16711 -1.91435 1.77984
H -0.61558 -1.45498 1.47551
H -0.16922 -2.68920 2.23007
O -1.33849 3.17508 -0.61204
H -0.99622 2.46489 -1.15493
H -0.62416 3.38221 -0.00950
O -2.93848 -2.40082 -1.26664
H -2.09802 -2.66115 -1.64360
H -2.95745 -2.82320 -0.40788

***

Stability, lowest: A

***

A:
Computed, not measured: a cluster of 3 separate species, C2H10O2 in total, with the ωB97M-V functional and the def2-TZVPD basis.

lowest unoccupied orbital energy = 0.750 eV
frontier orbital gap = 12.2 eV
structure (SMILES) = CC.O.O
charge = 0

CARTESIAN COORDINATES (ANGSTROEM)
C -2.44387 2.69388 -1.00018
C -1.78286 1.14551 -0.81989
H -3.54101 2.73026 -1.31650
H -2.04944 3.34837 -1.90854
H -2.30916 3.10248 -0.00130
H -1.95632 0.51207 -1.72029
H -0.69408 1.20685 -0.70703
H -2.13189 0.62949 0.08612
H 2.37017 1.21858 1.70288
H 1.26821 0.91787 2.84546
O 1.53497 1.53964 2.10293
H 2.17483 -4.35012 -1.22181
H 2.74981 -5.58590 -0.77008
O 2.14994 -4.88543 -0.36149

***

B:
Computed, not measured: a cluster of 3 separate species, C2H10O2 in total, with the ωB97M-V functional and the def2-TZVPD basis.

lowest unoccupied orbital energy = 0.602 eV
frontier orbital gap = 11.8 eV
structure (SMILES) = CC.O.O
charge = 0

CARTESIAN COORDINATES (ANGSTROEM)
C 1.96876 0.13579 -1.24929
C 0.53982 -0.28387 -1.75541
H 2.30948 1.14704 -1.51296
H 2.79087 -0.57467 -1.51036
H 1.99512 0.30051 -0.15888
H 0.02161 0.49029 -1.19532
H 0.32919 -0.18505 -2.83170
H 0.22756 -1.29383 -1.58927
H -3.49815 -0.72091 2.52221
H -2.16848 -0.52876 2.04734
O -2.79281 -1.26338 2.14991
H -0.34090 1.15047 0.95472
H -0.48094 0.54792 2.40102
O -0.90114 1.07845 1.72797

***

Stability, lowest: A